(1)
A structure of composition C4H21NO6 at a distorted geometry, computed with ωB97M-V/def2-TZVPD.

The geometry in XYZ format:
```
32
Properties=species:S:1:pos:R:3:forces:R:3
H 0.687412 -1.643525 2.074859 -0.5977 -2.1823 -4.8860
H 2.119132 -2.267175 0.558929 3.0007 0.5551 -0.6614
H -0.366948 0.512785 -2.658411 -0.2763 -0.0589 0.1176
N -0.073108 1.454635 -2.442391 0.1788 -0.3073 0.8303
H 1.170612 -0.706445 0.988439 0.6325 -0.3434 -0.2076
H 2.756212 0.272855 0.853019 0.3115 -0.7659 -0.1176
H -0.248368 1.499435 0.366169 -0.0921 -0.4416 0.1914
H 0.977382 -1.913455 3.723999 0.2208 -0.5208 0.4208
H 3.141742 -1.968765 -0.516771 0.3572 -0.1930 -0.1567
C -0.962318 2.167515 -1.500731 1.0386 0.8896 -1.0071
H -0.223488 -0.835385 0.752169 -2.1035 0.4857 -1.4330
H -1.686298 -0.668645 1.547289 -0.8591 0.5614 0.5151
H -2.780478 3.411945 -1.670451 0.4519 0.3657 0.5886
O 1.816242 0.258295 0.672819 1.6725 6.4204 -0.7382
C -1.292768 -0.815945 0.541549 0.0709 0.2569 1.7715
H -1.571458 -1.857115 0.379109 -0.2224 0.1684 -1.0597
O 0.918352 -1.616215 1.146339 -1.5523 0.0097 -2.3285
O -1.703108 0.117125 -0.380271 -0.3619 2.0388 -1.3333
H 0.395482 -0.548515 3.423649 -0.3838 0.5488 -0.0735
H -2.908248 1.879415 -2.275131 0.1049 -0.2837 -0.8860
H 1.109842 -2.587755 0.650209 -2.5909 -0.4319 0.3397
H -1.918918 3.176995 -3.136101 -0.0825 -0.4513 -0.2011
C -1.192788 1.479075 -0.177651 -0.4374 -1.6161 -0.3559
H -0.394038 3.080785 -1.324401 0.2606 0.1059 0.7661
O 1.071432 -3.319875 0.034769 -0.1259 -7.6142 -4.5926
O 2.841902 -1.677445 0.344309 4.9842 -0.6515 -1.3945
C -2.171498 2.679185 -2.199891 -2.0569 -0.0791 0.1003
O 0.662992 -1.366305 3.004269 -1.1181 3.0823 16.0795
H 1.617432 1.142115 0.363669 -0.3673 0.3884 -0.2371
H -0.021418 1.980025 -3.303431 0.0138 -0.0628 -0.0339
H 0.158352 -3.345205 -0.251361 -0.0201 -0.0374 -0.0739
H -1.929258 2.025585 0.411439 -0.0507 0.1640 0.0566
```
Positions in Å, forces in eV/Å.

Values from the calculation:
Energy ... -18252.6056 eV
HOMO-LUMO gap ... 8.0 eV
Relative energy (zero: lowest compared OMol25 entry of this formula, charge and spin) ... 1182.74 kJ/mol
Molecular weight ... 179.21 Da
Largest force on an atom ... 16.41 eV Å⁻¹

Results of the Mulliken charge analysis, in e, for atoms 1 through 4: 0.452, 0.227, 0.243, -0.596


(2)
A structure of composition C23H14BrCrN3O5 at a distorted geometry, computed with ωB97M-V/def2-TZVPD.

The geometry in XYZ format:
```
47
Properties=species:S:1:pos:R:3:forces:R:3
C -3.210791 1.757885 19.632915 0.1274 0.6641 -0.9172
N -2.149190 3.582574 18.448827 2.8661 0.3751 -0.1109
C -2.988826 5.750677 11.805328 -0.4773 -0.0960 0.4997
H -1.834810 0.481518 20.754677 -0.2866 0.1573 -0.1022
C -0.572892 5.878210 15.256467 0.1828 -1.1197 -0.5226
H -7.486114 6.836923 16.102657 -0.3325 -0.6125 0.2842
C -5.528587 5.438141 17.484782 -0.1971 -1.1475 -0.4468
H -5.564445 10.626931 15.966069 0.1771 -0.7297 -0.0673
C -0.905080 6.309739 12.924698 -1.2126 0.3449 -0.6348
C -4.413839 1.070550 19.867929 -0.9038 0.5032 -0.1315
C -2.773224 5.209777 14.201425 2.0853 1.3065 -1.5313
C -3.483682 5.199378 12.963451 -0.7392 -0.8249 0.3995
H -6.495411 0.948946 19.510802 -0.0190 0.2481 -0.1031
C -1.749760 6.349831 11.814151 1.3071 0.3911 1.3011
C -5.486866 6.782221 17.025393 1.0248 1.0949 -0.8306
H -4.418763 0.197086 20.506094 0.0028 -0.0028 -0.0198
O -2.091039 7.549682 9.820531 1.4954 -1.1727 2.8666
H 0.063306 6.783950 12.842668 -0.0309 -0.0397 0.1600
H -3.563993 5.765963 10.891421 -0.1459 0.0216 0.0185
C -3.262532 2.941863 18.810654 -0.8856 -1.3786 0.4483
C -1.399651 5.792449 14.121943 -1.7590 -0.6166 0.3533
C -6.583930 8.707006 15.946242 -0.0320 -1.8069 0.6404
H 0.380650 6.349503 15.067897 0.5154 0.2241 0.3105
H -3.445763 9.526394 16.647887 0.5843 0.2435 0.1455
H 0.169220 1.961070 20.257423 0.4690 -0.6256 0.1754
C -4.344502 8.956529 16.597845 0.4486 -1.3550 0.8979
H -4.472648 4.733252 12.912450 0.3659 0.1622 0.2879
N -1.335886 7.234265 10.782575 2.3323 2.1849 -3.4387
H -6.502888 4.885116 17.486932 0.6729 0.9292 0.2068
C -1.946160 1.356607 20.115166 1.2963 0.5103 0.1666
N -4.470170 4.741432 17.795566 0.8493 0.3504 -0.5761
C -4.496492 3.427067 18.285192 -1.4105 -1.1067 1.0920
Cr -2.560417 5.155731 17.117050 -1.8215 1.2182 -0.7620
C -5.604449 1.536940 19.313870 0.7571 -1.3668 0.1884
C -5.494656 9.546645 16.171626 -0.2527 0.1498 -0.0820
C -5.647758 2.639520 18.461971 0.3000 1.8278 -0.1599
H -6.608535 3.013778 18.040407 0.8116 -0.6429 0.4623
C -0.790359 2.090121 19.816489 -1.9821 1.0930 -1.0944
H -0.038393 3.747429 18.560555 -0.8769 -0.3927 0.2264
O -0.141912 7.672944 10.880918 -3.0986 -0.8747 -0.4677
C -0.929257 3.180389 18.906947 -0.8940 0.0153 0.2027
C -4.263973 7.569986 16.985639 0.1544 -0.1428 -0.6756
C -6.599276 7.369681 16.371232 0.3006 1.7694 -0.0976
O -0.768203 5.323260 16.367981 -0.0216 0.7563 0.4778
O -3.250320 4.788217 15.304279 -0.2564 -0.2366 1.3093
O -3.043344 7.048708 17.177228 -0.6757 -0.7334 0.0432
Br -8.011527 9.295260 14.932486 -0.8148 0.4839 -0.3922
```
Positions in Å, forces in eV/Å.

Values from the calculation:
2S+1 ... 4
Energy ... -137242.3952 eV
HOMO-LUMO gap (alpha / beta) ... 6.2 / 6.5 eV
Net charge ... +1
Molecular weight ... 544.28 Da
Largest force on an atom ... 4.69 eV Å⁻¹

Results of the Mulliken charge analysis, in e, for atoms 1 through 4: 0.732, -0.096, -0.596, 0.429


(3)
A cluster of 7 separate species, C30H40O24S in total at a distorted geometry, computed with ωB97M-V/def2-TZVPD.

The geometry in XYZ format:
```
95
Properties=species:S:1:pos:R:3:forces:R:3
C -2.680018 -4.346227 -2.710972 0.0122 0.0443 0.0438
H 2.274100 5.440485 -2.348479 -0.0637 -0.1389 -0.1371
H 0.512004 7.053579 -0.979448 -0.1895 0.0196 -0.0564
O 3.937833 2.156631 2.982558 0.0951 0.4096 -0.0976
C 0.919591 -1.249034 0.568075 -0.2679 1.5098 -1.0354
O -1.599035 4.911460 -3.958788 0.0017 0.0068 0.0631
H -3.314454 -7.670649 1.204020 0.1518 -0.1395 -0.0680
O 5.978214 -1.587435 1.894740 -0.8965 -0.2883 0.0542
H 5.980385 3.048924 4.690927 -0.0607 0.0287 -0.0260
C -2.455974 -7.033286 1.402892 -0.2448 -0.0030 0.2385
C 2.276210 -3.148917 0.140633 0.6694 -0.2920 -1.2111
H -2.849886 -5.987661 -0.473305 0.1789 -0.0836 0.4569
C 2.152253 -4.479050 -0.658549 -0.3692 1.0514 0.6621
C 1.349748 5.934640 -2.638663 0.5812 0.2157 -0.0792
C 2.146207 0.999045 0.578008 0.1104 0.3442 -0.0737
C -2.105024 2.978381 -0.635900 -0.1388 0.9403 -0.3661
C -1.417132 -3.242681 -4.203222 0.2084 0.1718 -0.2885
C -2.076251 0.810270 -0.134960 -0.0672 -0.0790 -0.0133
H 1.944822 -0.403338 3.998602 0.0914 -0.2705 -0.3915
C -0.378664 -6.775258 0.574870 0.0710 -0.1804 0.0024
C 0.400223 6.098712 -1.488113 -0.0347 0.1081 0.5754
H 0.493481 5.293172 -0.755566 0.0065 -0.0260 -0.0535
O -1.681912 -4.515254 -3.608437 -0.2064 0.0725 0.1646
H 2.369736 0.837502 1.630499 -0.0114 0.1153 -0.1814
H -2.897041 -4.951476 0.963619 0.2432 0.1163 -0.0262
O -7.496716 4.709352 -0.123633 0.0958 -0.2188 -0.1644
O -3.248427 -5.236081 -2.158321 -0.1454 0.0896 -0.5096
O -1.290186 1.877179 -0.298262 0.2486 -0.0562 0.2272
H 1.647565 -1.717556 5.122942 0.6056 -0.1985 -0.1025
H -4.284983 2.982840 -0.650802 0.2836 -0.3867 0.0564
C 1.421008 0.065396 -0.118802 -0.8857 -1.7686 0.7839
H -8.348025 2.036209 0.019545 0.0382 0.0400 0.0040
O -1.003925 -5.594941 0.357861 0.1025 -0.2773 0.1473
C 2.617576 2.131433 -0.089107 0.2691 -0.2330 0.8781
O 4.053871 -2.755892 5.185064 -0.4189 -1.5470 -0.5858
C 5.131303 1.495383 3.425894 0.7389 0.7136 0.4317
H -1.970777 -3.168881 -5.141699 -0.0367 -0.0326 0.0386
O -7.287514 2.951421 -1.490519 0.0457 0.2285 0.1594
H -2.109653 3.078573 -1.724365 -0.1406 0.0511 0.0234
H 1.742089 -4.176388 -1.631940 0.1667 -0.3557 0.1365
H 3.128735 -4.958407 -0.783891 -0.3273 -0.1500 0.0487
O 0.776926 -6.981324 0.364793 -0.3087 -0.2012 0.1476
H -9.291066 2.388326 -1.440647 0.1647 -0.0032 -0.1471
H 3.200623 2.864059 0.478849 -0.4864 -0.4252 -0.7947
C -8.512548 2.761683 -0.779585 -0.2745 -0.2840 0.0279
H -2.321519 -1.364073 -3.579931 -0.1894 -0.0723 0.1011
O -2.950028 -3.037699 -2.513020 0.0374 -0.2830 -0.1130
H 0.555611 -0.544538 -1.975143 0.0244 0.1371 -0.0112
C 1.120659 0.229014 -1.467475 0.3369 0.3482 0.0454
C 2.044273 -1.485524 4.128816 -0.2583 -0.0770 -0.4625
H 7.104819 2.404853 3.479736 -0.0087 0.1590 -0.1572
H -9.319867 4.134927 0.701902 0.1813 0.1057 0.0678
H 2.206978 -3.307357 1.225897 -0.1162 -0.0686 -0.1939
H -1.708598 3.893421 -0.200469 0.0837 -0.0810 0.0281
H 5.483558 0.833696 2.632352 -0.0117 0.1132 0.0447
C 3.672112 -2.565515 -0.165879 -0.1641 -1.1635 0.4018
H 1.379847 -1.348974 1.557767 0.0760 -0.1389 -0.3664
H 1.463870 -2.060811 3.402485 0.2238 0.2079 0.0600
C 4.294618 3.361139 2.483834 0.0807 0.1523 0.1857
O 5.591113 3.640965 2.754739 -0.2971 0.0428 -0.1105
O 4.523231 -0.663406 4.249860 -0.6912 -1.6430 -1.4113
C 1.584422 1.356715 -2.133281 -0.4388 -0.8833 0.0210
H -0.355764 -3.123375 -4.408912 0.0112 -0.2053 0.0898
O -1.629730 -0.290083 -0.023137 -1.1790 -0.1245 -0.1955
H -9.378499 4.750130 -0.960527 0.0519 -0.0163 -0.0267
C -2.414088 -5.816641 0.513369 -0.4950 0.0301 -0.0852
C 2.344639 2.276839 -1.427166 0.2017 0.9436 -0.8701
H -0.187793 -1.201267 0.663249 1.2360 -0.2032 0.1215
C 6.064669 2.653089 3.676686 0.1947 -0.0892 0.0025
H -3.568195 2.908236 0.970735 0.0854 -0.1170 0.0167
H 1.332140 1.446798 -3.188502 0.2623 0.3402 0.1714
O 4.078459 -1.461597 0.708161 0.1046 -0.6074 0.3868
O -5.560375 4.372322 -1.226537 -0.2836 0.1482 -0.0181
H 1.590197 6.884145 -3.122726 -0.0298 0.0000 0.0244
H -2.441262 -6.779898 2.465943 0.0575 -0.0206 -0.0123
H 2.748026 3.143230 -1.954707 -0.1050 -0.1644 0.0876
O -0.882057 6.007832 -2.119427 0.2351 -0.1780 -0.2932
H 4.940309 0.903529 4.316675 0.1987 1.3174 -0.4998
C -8.803790 4.146601 -0.255285 -0.3600 0.0925 0.1160
C -1.921520 -2.281974 -3.154399 0.2176 0.4694 -0.0024
O 3.561393 4.083724 1.878753 0.2326 0.3035 0.4383
H 1.437079 -5.124539 -0.129204 0.5985 0.1914 -0.6095
O -3.390100 1.153106 -0.124282 0.5539 -0.0442 0.0767
H -1.160233 -2.028473 -2.415785 0.0007 -0.0605 0.0626
C -6.675334 4.042865 -0.971191 0.0531 0.1382 -0.1051
O 0.606273 5.136003 -3.552622 -0.3786 0.0091 0.1149
O 4.153408 -2.667162 2.704352 -0.4868 1.0374 0.0809
O 1.226190 -2.320757 -0.325188 0.0941 -0.4425 1.1041
C -0.713145 5.315798 -3.279208 -0.0673 -0.1245 -0.0797
C 4.830015 -1.865372 1.739483 1.1081 0.7436 -0.6124
H 3.780684 -2.279882 -1.217774 -0.1934 0.4764 0.3830
O -1.236349 -7.701208 1.071802 0.1136 0.2086 -0.0993
H 4.389461 -3.388956 -0.006878 -0.1125 0.3111 -0.0067
C -3.448802 2.595634 -0.069876 -0.3277 0.0856 -0.0708
S 3.803709 -1.890452 4.083518 -0.0671 0.0578 3.2172
```
Positions in Å, forces in eV/Å.

Values from the calculation:
SMILES string ... C[C@@H](COC(=O)OS(C)(=O)=O)OCc1ccccc1.O=C1OCCO1.O=C1OCCO1.O=C1OCCO1.O=C1OCCO1.O=C1OCCO1.O=C1OCCO1
Energy ... -91731.6441 eV
HOMO-LUMO gap ... 9.1 eV
Molecular weight ... 816.69 Da
Largest force on an atom ... 3.22 eV Å⁻¹

Results of the Mulliken charge analysis, in e, for atoms 1 through 4: 0.603, 0.239, 0.339, -0.228